Density functional theory data (ωB97M-V with the def2-TZVPD basis set) for a 3-piece molecular cluster, C5H14O2 overall.

Geometry as ORCA input:
```
! RIJCOSX wB97M-V def2-TZVPD def2/J DEFGRID3
* xyz 0 1
C -2.982 0.305 -1.428
C -1.782 0.094 -0.618
C -1.469 -1.112 0.006
C -0.305 -1.442 0.835
C 0.738 -2.240 0.008
H -2.968 -0.199 -2.353
H -2.701 1.432 -1.687
H -3.877 0.266 -0.835
H -1.082 0.962 -0.448
H -2.326 -1.860 -0.246
H 0.290 -0.652 1.269
H -0.656 -2.100 1.706
H 0.287 -2.599 -0.982
H 1.167 -3.098 0.416
H 1.557 -1.634 -0.454
O -1.717 4.994 2.117
H -1.682 4.041 2.063
H -0.900 5.343 2.064
O 6.417 -0.298 -0.368
H 7.094 -0.767 -0.907
H 6.897 0.565 -0.160
*
```

Calculated values
Relative energy (zero: lowest compared OMol25 entry of this formula, charge and spin) in kJ/mol: 211.28
SMILES: C/C=C/CC.O.O
Total energy in eV: -9504.810

=====

Density functional theory data (ωB97M-V with the def2-TZVPD basis set) for one molecule with the formula C5H14O2SSi.

Geometry as ORCA input:
```
! RIJCOSX wB97M-V def2-TZVPD def2/J DEFGRID3
* xyz 0 1
C 1.413 -0.127 -2.065
Si 0.637 0.092 -0.280
C 0.952 1.775 0.705
C 0.926 -1.378 0.921
C -1.258 0.217 -0.699
C -1.936 -0.140 0.583
S -3.708 -0.107 0.166
O -4.027 1.097 -0.558
O -4.195 -1.362 -0.317
H 1.277 -1.151 -2.383
H 0.877 0.496 -2.762
H 2.495 0.114 -2.060
H 0.665 1.572 1.700
H 1.926 2.112 0.646
H 0.228 2.448 0.315
H 0.545 -1.259 2.014
H 0.179 -1.978 0.359
H 1.960 -1.578 0.848
H -1.420 -0.388 -1.636
H -1.605 1.215 -1.050
H -1.627 -1.095 1.042
H -1.842 0.529 1.463
H -4.225 0.006 1.475
*
```

Calculated values
Relative energy (zero: lowest compared OMol25 entry of this formula, charge and spin) in kJ/mol: 167.38
SMILES: C[Si](C)(C)CC[SH](=O)=O
Total energy in eV: -28218.672

=====

Density functional theory data (ωB97M-V with the def2-TZVPD basis set) for a 4-piece molecular cluster, C5H14O3 overall.

Geometry as ORCA input:
```
! RIJCOSX wB97M-V def2-TZVPD def2/J DEFGRID3
* xyz 0 1
C -2.281 -0.286 1.501
C -1.098 0.293 1.585
C -0.104 0.272 0.458
C -0.141 1.414 -0.491
C 0.918 1.592 -1.268
H -3.194 -0.212 2.116
H -2.541 -0.745 0.546
H -0.801 1.050 2.316
H 0.912 -0.054 0.742
H -0.402 -0.570 -0.254
H -0.847 2.249 -0.232
H 0.944 2.398 -1.983
H 1.643 0.766 -1.424
O -3.102 -1.771 -1.782
H -2.663 -1.376 -2.536
H -2.651 -2.584 -1.524
O 3.155 2.534 -0.025
H 2.247 2.439 0.269
H 3.150 2.446 -1.002
O 1.915 -3.136 0.602
H 2.789 -2.871 0.280
H 2.076 -3.717 1.348
*
```

Calculated values
Relative energy (zero: lowest compared OMol25 entry of this formula, charge and spin) in kJ/mol: 191.66
SMILES: C=CCC=C.O.O.O
Total energy in eV: -11552.138

=====

Density functional theory data (ωB97M-V with the def2-TZVPD basis set) for a 4-piece molecular cluster, C5H14O3 overall.

Geometry as ORCA input:
```
! RIJCOSX wB97M-V def2-TZVPD def2/J DEFGRID3
* xyz 0 1
C 2.019 -0.140 0.064
C 1.893 -0.159 -1.264
C 0.566 0.072 -1.926
C -0.496 -0.659 -1.588
C -1.884 -0.471 -2.130
H 3.028 -0.205 0.460
H 1.171 -0.155 0.734
H 2.730 -0.411 -1.903
H 0.431 0.952 -2.544
H -0.397 -1.454 -0.860
H -2.558 -0.054 -1.370
H -2.284 -1.447 -2.402
H -1.882 0.252 -2.947
O -2.913 -5.030 0.701
H -2.830 -4.824 1.635
H -3.855 -5.133 0.521
O 1.020 3.054 5.478
H 1.556 2.446 6.010
H 1.626 3.432 4.831
O 1.222 3.260 -0.815
H 0.710 2.587 -0.354
H 1.127 4.085 -0.331
*
```

Calculated values
Relative energy (zero: lowest compared OMol25 entry of this formula, charge and spin) in kJ/mol: 118.73
SMILES: C=C/C=C/C.O.O.O
Total energy in eV: -11552.893

=====

Density functional theory data (ωB97M-V with the def2-TZVPD basis set) for a 4-piece molecular cluster, C5H14O3 overall.

Geometry as ORCA input:
```
! RIJCOSX wB97M-V def2-TZVPD def2/J DEFGRID3
* xyz 0 1
C -2.064 -1.416 0.905
C -1.634 -1.600 -0.380
C -0.362 -1.345 -0.988
C -0.289 -0.327 -1.861
C 0.750 -0.176 -2.992
H -3.062 -1.696 1.010
H -1.505 -0.816 1.630
H -2.369 -1.904 -1.142
H 0.543 -1.999 -0.836
H -1.172 0.460 -1.787
H 0.663 0.850 -3.409
H 0.491 -0.951 -3.808
H 1.821 -0.171 -2.740
O -2.704 4.984 -1.359
H -1.999 5.412 -1.808
H -2.423 4.124 -1.270
O 2.958 1.447 5.845
H 3.386 1.638 6.706
H 3.408 1.528 5.060
O 1.983 -2.754 0.664
H 2.309 -3.155 1.506
H 1.272 -2.134 1.056
*
```

Calculated values
Relative energy (zero: lowest compared OMol25 entry of this formula, charge and spin) in kJ/mol: 250.16
SMILES: C=C/C=C/C.O.O.O
Total energy in eV: -11551.531

=====

Density functional theory data (ωB97M-V with the def2-TZVPD basis set) for a 2-piece molecular cluster, C5H14O3 overall.

Geometry as ORCA input:
```
! RIJCOSX wB97M-V def2-TZVPD def2/J DEFGRID3
* xyz 0 1
O -2.003 -2.017 1.609
C -0.610 -1.793 1.766
C -0.119 -0.874 0.649
C 1.216 -0.142 0.645
C 1.825 0.096 -0.748
C 0.992 1.155 -1.515
O 1.044 2.476 -0.985
H -2.188 -2.211 0.683
H -0.495 -1.380 2.751
H -0.109 -2.752 1.701
H -0.894 -0.112 0.579
H -0.292 -1.418 -0.289
H 1.979 -0.599 1.223
H 1.006 0.808 1.140
H 2.871 0.362 -0.663
H 1.649 -0.778 -1.370
H -0.041 0.804 -1.407
H 1.310 1.211 -2.548
H 0.861 2.440 -0.044
O -2.415 1.262 -0.982
H -2.436 1.863 -1.734
H -3.151 1.600 -0.460
*
```

Calculated values
Relative energy (zero: lowest compared OMol25 entry of this formula, charge and spin) in kJ/mol: 42.18
SMILES: OCCCCCO.O
Total energy in eV: -11553.687